(1)
The following is a quantum chemistry calculation of a molecular structure, C5H8LiO3Rb in a non-equilibrium geometry, from the Open Molecules 2025 dataset.

Summary:
HOMO-LUMO gap = 11.1 eV
HOMO level = -17.41 eV
LUMO energy = -0.233 hartree
total charge = +2

The geometry in XYZ format:
```
18
C5H8LiO3Rb | the Open Molecules 2025 dataset | ωB97M-V/def2-TZVPD
C -3.344 1.641 1.937
C -3.330 1.145 3.061
H -3.313 2.543 1.335
H -2.454 -0.372 -0.913
H -3.261 0.576 3.979
Li -0.918 1.035 2.273
O 0.293 -1.342 -0.333
Rb -0.432 -2.921 -3.574
O -1.550 -0.740 -1.238
C -0.616 -0.399 -0.375
O -0.786 0.433 0.506
C 1.087 -1.528 0.878
C 2.047 -2.651 0.592
H 1.583 -0.577 1.106
H 0.394 -1.757 1.698
H 2.626 -2.460 -0.321
H 2.741 -2.745 1.436
H 1.505 -3.597 0.462
```

Atomic charges from the Löwdin analysis, expressed in e, are listed below:
1. C -0.01
2. C 0.02
3. H 0.07
4. H 0.21
5. H 0.06
6. Li 0.79
7. O 0.02
8. Rb 0.98
9. O 0.12
10. C -0.61
11. O 0.00
12. C -0.17
13. C -0.04
14. H 0.14
15. H 0.14
16. H 0.10
17. H 0.10
18. H 0.09

---

(2)
The following is a quantum chemistry calculation of a molecular structure, C29H18Cl56O5 in a non-equilibrium geometry, from the Open Molecules 2025 dataset.

Summary:
HOMO-LUMO gap = 9.6 eV
HOMO level = -9.72 eV
LUMO energy = -0.004 hartree
total charge = 0

The geometry in XYZ format:
```
108
C29H18Cl56O5 | the Open Molecules 2025 dataset | ωB97M-V/def2-TZVPD
O 3.933 1.225 1.162
C 3.778 0.056 1.481
O 2.601 -0.486 1.877
C 1.539 0.459 1.945
C 0.402 0.259 0.933
C -0.849 -0.066 1.779
C -1.954 -0.769 1.020
C -2.700 -1.837 1.853
C -4.198 -1.537 2.033
C -4.854 -2.674 2.835
O -4.873 -3.863 2.042
O -0.262 -0.815 2.870
C 0.796 -0.035 3.237
O 1.077 0.173 4.403
C 4.916 -0.939 1.456
C 5.276 -1.517 2.677
C 6.278 -2.476 2.717
C 6.904 -2.858 1.529
C 6.548 -2.252 0.330
C 5.539 -1.268 0.246
H 1.766 1.493 2.184
H 0.227 1.189 0.393
H 0.564 -0.628 0.326
H -1.271 0.801 2.306
H -1.510 -1.268 0.154
H -2.682 -0.058 0.620
H -2.282 -1.984 2.847
H -2.631 -2.800 1.350
H -4.682 -1.403 1.063
H -4.278 -0.626 2.636
H -5.846 -2.396 3.196
H -4.164 -2.890 3.650
H -5.288 -3.617 1.210
H 4.781 -1.268 3.606
H 6.588 -2.945 3.641
H 7.662 -3.628 1.556
H 7.032 -2.560 -0.583
H 5.211 -0.797 -0.663
C -3.479 -3.634 -3.295
Cl -2.989 -4.710 -1.990
Cl -2.834 -4.234 -4.826
Cl -5.247 -3.577 -3.378
Cl -2.853 -2.007 -2.989
C 6.958 3.469 1.494
Cl 6.891 1.818 0.898
Cl 6.728 3.478 3.246
Cl 8.511 4.211 1.086
Cl 5.649 4.392 0.741
C -1.180 1.966 5.503
Cl -1.945 1.588 3.951
Cl 0.548 2.282 5.281
Cl -1.952 3.394 6.202
Cl -1.379 0.592 6.593
C 8.599 0.275 -2.465
Cl 9.942 1.030 -1.600
Cl 7.974 1.401 -3.678
Cl 9.162 -1.200 -3.262
Cl 7.314 -0.145 -1.311
C 2.955 1.868 -2.800
Cl 2.479 2.437 -4.405
Cl 4.660 1.413 -2.822
Cl 2.706 3.159 -1.620
Cl 1.979 0.463 -2.353
C -5.658 2.037 0.757
Cl -6.314 1.992 2.396
Cl -6.319 0.696 -0.185
Cl -6.089 3.573 -0.007
Cl -3.895 1.891 0.822
C -0.209 4.643 1.358
Cl 0.335 3.822 2.823
Cl 0.611 3.929 -0.043
Cl -1.957 4.435 1.179
Cl 0.173 6.368 1.463
C -8.521 1.264 -3.868
Cl -8.646 2.142 -5.398
Cl -7.717 2.278 -2.666
Cl -10.138 0.844 -3.298
Cl -7.577 -0.213 -4.111
C 0.839 6.968 -2.871
Cl 1.968 8.025 -2.015
Cl 0.192 7.814 -4.281
Cl 1.686 5.506 -3.396
Cl -0.481 6.522 -1.789
C -14.216 1.672 -4.613
Cl -13.837 0.440 -3.400
Cl -15.072 0.922 -5.964
Cl -15.237 2.917 -3.887
Cl -12.718 2.401 -5.195
C -0.006 -0.087 -6.776
Cl -0.439 0.493 -8.388
Cl 1.706 -0.530 -6.747
Cl -0.296 1.189 -5.589
Cl -0.982 -1.500 -6.374
C 3.893 2.515 7.692
Cl 5.153 2.344 8.921
Cl 2.841 1.098 7.752
Cl 2.948 3.975 8.016
Cl 4.629 2.669 6.094
C 0.818 -6.327 -3.899
Cl 0.062 -6.593 -2.323
Cl 0.364 -7.635 -4.997
Cl 0.274 -4.781 -4.566
Cl 2.577 -6.295 -3.717
C 3.392 -7.308 0.193
Cl 2.632 -7.565 1.768
Cl 2.951 -8.631 -0.893
Cl 2.840 -5.773 -0.483
Cl 5.149 -7.268 0.386
```

Here are the Löwdin charges for atoms 1 to 99, given in e:
1. O 0.06
2. C -0.40
3. O 0.09
4. C -0.17
5. C -0.05
6. C -0.35
7. C -0.14
8. C -0.17
9. C -0.20
10. C -0.25
11. O -0.07
12. O 0.03
13. C -0.41
14. O -0.06
15. C -0.14
16. C -0.01
17. C -0.06
18. C -0.07
19. C -0.14
20. C -0.15
21. H 0.12
22. H 0.08
23. H 0.12
24. H -0.01
25. H 0.11
26. H 0.02
27. H 0.11
28. H 0.11
29. H 0.08
30. H 0.09
31. H 0.11
32. H 0.12
33. H 0.08
34. H 0.12
35. H 0.11
36. H 0.10
37. H 0.08
38. H 0.05
39. C -2.04
40. Cl 0.53
41. Cl 0.49
42. Cl 0.52
43. Cl 0.51
44. C -2.03
45. Cl 0.56
46. Cl 0.51
47. Cl 0.53
48. Cl 0.53
49. C -1.93
50. Cl 0.64
51. Cl 0.58
52. Cl 0.55
53. Cl 0.57
54. C -1.98
55. Cl 0.54
56. Cl 0.52
57. Cl 0.54
58. Cl 0.58
59. C -1.99
60. Cl 0.50
61. Cl 0.53
62. Cl 0.46
63. Cl 0.56
64. C -2.00
65. Cl 0.55
66. Cl 0.53
67. Cl 0.53
68. Cl 0.56
69. C -1.98
70. Cl 0.54
71. Cl 0.47
72. Cl 0.51
73. Cl 0.53
74. C -2.04
75. Cl 0.53
76. Cl 0.49
77. Cl 0.50
78. Cl 0.52
79. C -2.03
80. Cl 0.53
81. Cl 0.53
82. Cl 0.49
83. Cl 0.50
84. C -2.06
85. Cl 0.51
86. Cl 0.52
87. Cl 0.52
88. Cl 0.50
89. C -2.05
90. Cl 0.53
91. Cl 0.52
92. Cl 0.50
93. Cl 0.50
94. C -2.06
95. Cl 0.52
96. Cl 0.52
97. Cl 0.52
98. Cl 0.51
99. C -2.03

---

(3)
The following is a quantum chemistry calculation of a molecular structure, C5H10O, from the Open Molecules 2025 dataset.

Summary:
HOMO-LUMO gap = 8.9 eV
HOMO level = -8.20 eV
LUMO energy = 0.027 hartree
total charge = 0

The geometry in XYZ format:
```
16
C5H10O | the Open Molecules 2025 dataset | ωB97M-V/def2-TZVPD
C 1.942 0.259 0.041
C 0.439 0.426 0.048
C -0.346 -0.237 -0.931
C -1.746 -0.017 -0.890
O -1.648 -0.366 1.311
C -0.366 -0.398 1.433
H 2.435 0.951 -0.650
H 2.350 0.443 1.041
H 2.221 -0.762 -0.245
H 0.104 1.444 0.258
H -1.057 0.408 -1.909
H 0.010 -1.151 -1.405
H -2.437 -0.759 -1.277
H -2.132 0.905 -0.477
H 0.089 0.243 2.216
H 0.143 -1.389 1.437
```

Atomic charges from the Löwdin analysis, expressed in e, are listed below:
1. C -0.08
2. C -0.31
3. C -0.20
4. C -0.01
5. O -0.19
6. C -0.34
7. H 0.08
8. H 0.08
9. H 0.08
10. H 0.14
11. H 0.19
12. H 0.14
13. H 0.11
14. H 0.11
15. H 0.11
16. H 0.10